[1]
DFT (ωB97M-V/def2-TZVPD) results for C33H45BrN8PSiZn as an isolated structure at a distorted geometry.

The geometry in ORCA input format:
```
! RIJCOSX wB97M-V def2-TZVPD def2/J DEFGRID3
* xyz 1 1
C 14.938 11.398 7.862
H 11.937 6.690 12.912
H 12.927 11.795 13.830
H 9.180 10.936 11.587
C 13.630 8.629 11.801
H 6.818 8.253 7.568
C 13.099 10.910 13.291
P 13.338 8.561 7.449
C 14.407 10.549 12.947
C 8.095 6.088 10.639
H 8.151 3.633 12.982
H 5.937 12.093 10.285
H 9.643 11.847 6.594
H 15.976 8.852 9.798
C 12.523 6.868 4.961
Br 15.957 11.602 13.297
H 6.642 11.026 6.804
H 15.727 9.327 11.854
C 10.060 6.182 11.775
C 16.239 8.120 9.017
H 11.411 11.582 10.815
C 6.950 11.847 7.467
N 9.310 6.627 10.802
H 9.616 12.441 9.559
H 9.762 6.432 5.054
H 5.361 11.474 11.761
H 11.905 6.433 4.190
H 13.742 7.663 11.260
C 14.682 9.415 12.172
N 15.241 7.033 9.047
H 7.417 6.539 9.969
H 15.765 10.907 8.329
C 7.123 10.404 11.049
N 13.733 11.107 8.639
H 7.980 13.076 9.515
C 13.934 7.308 8.710
N 13.153 6.366 9.210
H 6.733 4.545 11.250
H 6.135 12.063 8.106
C 12.901 10.005 8.510
C 9.411 10.930 7.136
H 8.589 7.063 7.359
C 15.229 5.910 9.790
C 9.644 7.225 7.110
H 13.088 7.795 4.677
C 8.281 11.358 8.195
H 13.650 12.818 9.965
C 12.141 11.252 10.109
H 7.780 8.461 11.906
H 10.411 4.811 13.343
C 6.858 9.127 11.833
H 5.638 9.262 8.316
H 9.030 13.342 8.110
H 7.214 12.731 6.815
C 11.215 7.016 12.220
H 8.046 10.993 12.946
C 13.228 11.900 9.595
H 13.543 4.565 10.206
C 12.092 10.070 13.001
H 6.475 9.421 12.823
H 14.886 11.043 6.834
N 10.569 7.954 7.851
C 10.222 6.834 5.956
C 5.786 11.149 10.797
H 11.124 10.189 13.357
Si 7.929 9.837 9.336
H 17.217 7.671 9.151
H 6.265 7.902 9.217
C 8.813 12.632 8.881
C 11.708 7.886 7.159
N 11.935 10.076 9.393
C 8.170 11.232 11.837
H 15.098 12.525 7.853
H 16.156 8.521 7.962
H 5.043 10.593 10.231
H 7.990 12.278 11.706
Zn 10.085 8.775 9.716
H 6.045 8.512 11.358
C 8.524 4.441 12.367
H 13.204 6.110 5.371
H 9.081 10.147 6.444
H 16.064 5.503 10.294
C 13.921 5.492 9.904
C 7.672 4.959 11.428
N 11.537 7.248 5.994
C 9.718 5.067 12.554
C 12.342 8.949 12.202
H 10.290 10.569 7.728
C 6.517 8.689 8.513
N 11.336 8.144 11.614
*
```

## Properties
Electronic energy   -182493.90831 eV



[2]
DFT (ωB97M-V/def2-TZVPD) results for C33H45ClGeIrN5O4S2SeSi as an isolated structure at a distorted geometry.

The geometry in ORCA input format:
```
! RIJCOSX wB97M-V def2-TZVPD def2/J DEFGRID3
* xyz -2 1
C -1.217 -2.359 -1.844
H -1.601 -3.002 6.014
H 6.560 -2.290 0.079
H -1.282 4.742 2.677
H 1.926 -1.442 2.714
C 1.952 0.634 2.361
H 3.439 2.765 -1.244
C -5.324 -2.259 -5.899
H -3.195 0.746 -2.746
H 1.361 1.884 -3.857
H 2.455 -1.464 -3.503
H 4.126 2.317 -2.797
Si 2.491 0.565 -2.009
H 0.341 4.518 -1.422
O -8.039 0.857 -4.853
H -2.545 5.644 1.825
H -0.621 -3.221 -1.568
O 2.113 -0.024 -0.604
Ge -1.493 3.825 0.256
C 1.326 1.818 2.775
C -0.948 2.040 0.660
C 1.989 3.028 2.758
C 5.216 -3.653 2.859
C -2.635 -0.138 -2.489
H -3.738 -3.347 -4.945
Ir 0.584 -1.170 0.369
C -1.216 -2.638 3.014
N -1.803 -2.119 4.122
H -3.683 -1.550 4.807
Cl 4.149 4.588 2.338
C 1.037 1.385 -2.948
C -3.013 3.910 -1.033
O -6.137 2.305 -4.334
H 0.386 -0.585 3.046
C 0.204 -3.150 4.753
O -6.628 1.742 -6.661
C -4.305 -2.428 -4.985
N -0.172 -3.417 3.380
C -2.956 -1.338 -3.156
H 4.209 -2.468 -0.661
H 3.989 -1.348 -2.672
C 0.041 4.888 -0.446
H 0.051 1.680 0.479
H 1.110 -2.531 4.797
H -5.601 -3.052 -6.589
H 1.486 3.931 3.074
H -2.728 3.489 -1.993
C 3.281 0.722 1.918
H 0.296 1.781 3.102
C -2.187 -2.465 -2.808
H -2.873 4.022 2.434
Se 1.749 -3.636 0.539
C 3.226 -0.769 -3.184
H 0.281 0.655 -3.227
H -2.366 -3.427 -3.264
H 3.766 -0.170 1.554
C -4.018 -1.342 -4.134
H 0.550 2.127 -2.320
H 4.963 1.983 1.526
C -2.115 4.658 1.983
H -2.616 -0.197 4.347
H -3.323 -1.241 3.090
C 6.181 -3.131 2.011
H -1.593 1.373 1.204
S -1.700 -2.351 1.449
H 3.682 -0.348 -4.076
C -1.021 -2.394 5.307
C 3.537 -3.367 1.156
H -1.416 0.783 -0.991
H 0.533 -3.615 2.664
C 3.908 -3.779 2.433
C -5.696 -0.174 -5.153
C 3.947 1.925 1.884
H 0.392 -4.088 5.283
H 7.212 -3.060 2.335
C 3.823 1.933 -1.826
H 0.897 4.813 0.220
C 4.503 -2.820 0.317
C -1.652 -0.133 -1.534
C 1.253 -0.644 2.383
H -3.333 4.935 -1.199
H 3.160 -4.205 3.091
H -3.868 3.344 -0.675
C 3.298 3.073 2.316
H 5.491 -3.964 3.859
N -0.951 -1.223 -1.180
N -4.756 -0.214 -4.252
S -6.721 1.345 -5.259
H 4.711 1.561 -1.324
C 5.813 -2.707 0.743
H -0.738 -1.464 5.813
H -0.220 5.939 -0.556
C -2.916 -1.222 4.101
N -6.034 -1.135 -5.998
*
```

## Properties
Electronic energy   -217364.88283 eV



[3]
DFT (ωB97M-V/def2-TZVPD) results for C33H45N3O4P3S2Se3TeTi as an isolated structure at a distorted geometry.

The geometry in ORCA input format:
```
! RIJCOSX wB97M-V def2-TZVPD def2/J DEFGRID3
* xyz -2 2
H 5.111 -4.740 0.935
C 0.965 -5.510 -4.941
C 3.667 -1.961 -0.380
H 5.699 -2.514 -0.029
P 0.743 0.285 -2.584
C 3.004 -4.441 0.608
H -2.406 2.343 -3.321
C 3.658 -1.096 6.604
H 1.593 2.301 -3.647
C -0.533 -0.798 -3.389
C -2.939 -5.839 -3.455
C 2.319 -2.309 -0.310
S 1.404 -0.848 2.486
O 1.338 -1.418 -0.639
H 6.368 -2.125 2.576
C -2.795 -1.651 -3.607
H 0.503 6.728 0.260
Te -3.062 -3.413 0.718
H -3.840 2.362 -2.287
H 2.381 -1.495 -2.950
H -0.144 2.458 -1.431
H -1.083 -6.155 -5.084
Se -1.154 -1.763 0.678
C -1.898 -0.775 -2.990
S 2.863 1.237 0.199
C 0.321 -4.760 -2.288
H 0.881 -1.698 -4.745
H 3.347 -0.294 7.281
H 2.912 -4.736 -4.501
H 4.720 -0.960 6.377
Ti 0.869 0.102 0.389
H 3.526 -2.058 7.113
C 1.603 -4.547 -2.813
H -4.015 -1.292 -0.871
H -3.118 -3.146 -5.115
H 0.596 4.328 2.965
H -0.097 4.890 -1.225
C -0.004 2.900 -0.464
H -1.054 -4.728 -0.807
C 1.995 -3.609 0.116
H 0.743 1.282 -4.842
H 0.198 -4.455 1.057
N -0.072 -4.548 -0.986
C 0.710 1.678 -3.825
P 2.986 0.406 3.012
C -2.395 -2.485 -4.641
H -2.836 -6.868 -3.817
C 6.448 -1.309 3.295
Se -1.601 0.134 1.955
C 0.353 2.604 1.746
O -1.877 -5.479 -2.606
C 0.033 4.273 -0.344
C 2.839 -1.055 5.327
N 0.250 6.211 1.085
H 0.784 6.513 1.884
H 3.148 -1.862 4.660
C -3.183 1.719 -2.879
C 4.664 -2.830 0.040
C -0.650 -5.321 -3.164
C 4.340 -4.071 0.567
C 5.552 -0.162 2.874
H 5.565 0.618 3.644
H 7.491 -0.976 3.349
H -4.495 0.319 -0.398
C 0.603 -4.074 0.129
H -3.824 -1.683 -3.269
C -0.156 -1.655 -4.428
C 1.911 -4.920 -4.124
H -0.751 -3.123 -5.873
O 3.011 0.205 4.705
N 0.147 2.050 0.543
C -4.121 -0.269 -1.237
H -3.760 1.253 -3.684
C 0.255 4.837 0.900
H 1.212 -5.813 -5.952
C -0.330 -5.706 -4.446
C -1.077 -2.474 -5.066
H 1.781 -1.207 5.553
H 2.425 -0.299 -4.273
H -0.175 2.307 -3.730
H 3.923 -0.969 -0.709
C 0.415 3.962 1.961
H 2.364 -4.108 -2.184
H 2.714 -5.414 0.991
H -4.840 -0.228 -2.061
H -3.004 -5.166 -4.316
H 0.474 1.944 2.586
C 2.315 -0.438 -3.195
Se -3.792 0.326 2.644
O 4.235 -0.659 2.687
H 3.118 0.093 -2.683
H -3.843 -5.750 -2.859
H 5.906 0.285 1.937
P -2.493 0.418 -1.718
H 6.144 -1.687 4.274
*
```

## Properties
Electronic energy   -323599.90018 eV